Entry 1:
Density functional theory data (wB97M-V/def2-TZVPD) for a structure of composition C34H35FeN5O2S2.

2S+1: 5
HOMO energy (spin up / spin down) (hartree): -0.2603 / -0.2573
Orbital gap (spin up / spin down) (eV): 6.59 / 6.50
⟨S²⟩: 6.0108

Each line ends with the Mulliken spin population.
Cartesian coordinates (Å):
1 Fe -0.66992 -2.24262 1.07094  3.72
2 O -2.53401 -2.42273 1.43838  0.06
3 C -3.41225 -3.18396 2.00488  -0.02
4 C -4.57359 -2.63258 2.58912  0.01
5 C -5.52326 -3.43059 3.19198  0.00
6 C -5.37097 -4.82292 3.24036  0.01
7 C -4.24972 -5.37733 2.66241  -0.01
8 C -3.26581 -4.59185 2.04428  0.01
9 C -2.16731 -5.26971 1.34309  -0.01
10 N -1.15615 -4.69749 0.82582  0.04
11 C -0.23540 -5.49995 0.03547  0.00
12 C 0.04050 -4.73434 -1.24618  0.01
13 N 0.60354 -3.46264 -0.83919  0.02
14 C 1.66431 -3.03861 -1.38193  -0.01
15 C 2.38778 -1.84638 -0.93438  0.01
16 C 3.43878 -1.36610 -1.71836  -0.01
17 C 4.22922 -0.30851 -1.31866  0.01
18 C 3.98542 0.26226 -0.06415  0.00
19 C 2.96849 -0.20840 0.74538  0.01
20 C 2.11337 -1.25137 0.32413  -0.01
21 O 1.15431 -1.65458 1.09130  0.06
22 H -4.68947 -1.55520 2.54220  0.00
23 H -6.40148 -2.97177 3.63555  0.00
24 H -6.12447 -5.44857 3.70225  0.00
25 H -4.10791 -6.45710 2.68304  0.00
26 H -2.27251 -6.36207 1.25936  0.00
27 H -0.61726 -6.50042 -0.18747  0.00
28 H 0.71019 -5.59741 0.57472  0.00
29 H -0.91269 -4.55753 -1.75348  0.00
30 H 0.69482 -5.30961 -1.90951  0.00
31 H 2.12063 -3.59100 -2.21853  0.01
32 H 3.62586 -1.84952 -2.67503  0.00
33 H 5.03463 0.05667 -1.94709  0.00
34 H 4.61602 1.07627 0.28488  0.00
35 H 2.79310 0.20393 1.73569  0.00
36 S -0.98602 0.34875 2.02196  0.04
37 C -0.93165 1.41577 0.79349  0.00
38 N -0.83367 2.73207 1.00724  0.00
39 C -1.09476 3.70733 -0.05382  0.00
40 C -0.49227 3.22990 -1.32122  0.00
41 N -1.01557 1.89576 -1.63081  0.00
42 C -1.34350 1.67840 -3.05050  0.00
43 C -0.16199 1.91265 -3.96859  0.00
44 C -0.17788 2.97870 -4.86052  0.00
45 C 0.91101 3.22827 -5.68961  0.00
46 C 2.02970 2.41178 -5.62241  0.00
47 C 2.05437 1.34406 -4.72933  0.00
48 C 0.96587 1.09195 -3.90387  0.00
49 C -1.06654 0.94428 -0.69408  0.01
50 S -1.26171 -0.63205 -1.07620  0.01
51 C -0.55314 3.32331 2.32035  0.00
52 C 0.75580 4.08042 2.29130  0.00
53 C 1.90970 3.44372 1.83551  0.00
54 C 3.11274 4.13155 1.77990  0.00
55 C 3.17619 5.46421 2.17858  0.00
56 C 2.03055 6.10196 2.63516  0.00
57 C 0.82285 5.41044 2.68633  0.00
58 H -0.65370 4.65887 0.23140  0.00
59 H -2.17216 3.84409 -0.17720  0.00
60 H 0.59582 3.19660 -1.23261  0.00
61 H -0.74261 3.90280 -2.13716  0.00
62 H -2.14085 2.37437 -3.31128  0.00
63 H -1.71612 0.66936 -3.14560  0.00
64 H -1.05560 3.61875 -4.91594  0.00
65 H 0.88456 4.06156 -6.38280  0.00
66 H 2.88305 2.60615 -6.26176  0.00
67 H 2.92594 0.70598 -4.67521  0.00
68 H 0.98663 0.26124 -3.20168  0.00
69 H -0.52771 2.52214 3.04520  0.00
70 H -1.36953 3.99487 2.59278  0.00
71 H 1.86202 2.40307 1.52228  0.00
72 H 4.00399 3.62738 1.42370  0.00
73 H 4.11622 6.00168 2.13210  0.00
74 H 2.07171 7.13977 2.94436  0.00
75 H -0.07409 5.91171 3.04500  0.00
76 N -0.40360 -2.74169 3.41958  0.05
77 H -0.52634 -3.72119 3.65210  0.00
78 H -1.16586 -2.22392 3.84252  0.00
79 H 0.47137 -2.41310 3.81011  0.00

Forces on atoms 1 to 6 (eV/Å):
Fe 0.079 -0.694 -0.084
O -0.854 0.450 0.159
C 0.338 -0.042 -0.176
C -0.195 0.026 0.140
C 0.083 -0.008 -0.028
C 0.006 0.081 -0.010

Entry 2:
Density functional theory data (wB97M-V/def2-TZVPD) for a structure of composition C34H35ILaN14O7S at a distorted geometry.

2S+1: 1
HOMO energy (spin up / spin down) (hartree): -0.0812 / -0.0360
Orbital gap (spin up / spin down) (eV): 3.63 / 2.36
Charge: -1

Each line ends with the Löwdin charge.
Cartesian coordinates (Å):
1 La -3.49157 -21.28468 4.83259  2.04
2 C -1.32098 -25.03492 2.55299  -0.05
3 C -0.75478 -23.72278 2.06455  -0.29
4 N -0.19520 -23.76894 0.88235  0.06
5 C 0.16224 -22.68240 0.21393  -0.14
6 C 0.03557 -21.40351 0.78226  -0.14
7 C -0.07353 -20.16328 -0.10764  -0.18
8 O -1.35429 -19.55649 0.10599  -0.11
9 C -0.34829 -21.35995 2.12944  -0.12
10 C -0.10101 -20.15491 2.88981  -0.20
11 N 0.72036 -20.16321 3.84381  0.03
12 C 1.36938 -19.18596 4.49392  -0.36
13 C 1.45161 -17.82284 4.13214  -0.06
14 C 2.04496 -16.87386 4.94379  -0.15
15 C 2.56539 -17.21886 6.16429  -0.17
16 C 2.45893 -18.54880 6.61600  -0.21
17 C 2.02161 -19.55097 5.76703  -0.69
18 I 2.27401 -21.51586 6.33573  0.80
19 C -1.00830 -22.45313 2.69304  -0.32
20 O -1.94189 -22.41826 3.59338  -0.35
21 H -2.05411 -25.55200 1.90438  0.07
22 H -1.72774 -24.80260 3.54538  0.04
23 H -0.45446 -25.74068 2.70734  0.08
24 H 0.51393 -22.84062 -0.81335  0.10
25 H 0.02253 -20.54653 -1.15331  0.12
26 H 0.70090 -19.44138 0.20105  0.12
27 H -1.36065 -18.66171 -0.23696  0.06
28 H -0.69951 -19.26450 2.59641  0.11
29 H 0.95433 -17.59263 3.23177  0.08
30 H 2.06680 -15.81214 4.66806  0.09
31 H 3.09223 -16.54558 6.85346  0.08
32 H 2.66132 -18.69736 7.66681  0.08
33 N -3.04627 -13.17898 5.60462  0.10
34 C -3.15726 -13.98557 4.54596  -0.35
35 C -2.61272 -15.26086 4.57913  -0.03
36 C -2.81518 -16.15914 3.55756  -0.06
37 C -3.58098 -15.78498 2.45277  -0.28
38 C -4.18353 -14.49962 2.37845  -0.05
39 C -3.85797 -13.57735 3.36875  -0.03
40 S -3.88729 -17.05229 1.19734  0.75
41 O -2.57358 -17.18851 0.61413  -0.30
42 O -5.00957 -16.72171 0.39055  -0.29
43 N -4.12528 -18.70565 1.82348  -0.12
44 C -5.11171 -18.74067 2.77525  -0.47
45 N -5.68203 -17.61346 3.08251  0.14
46 C -6.73564 -17.60551 3.86099  -0.09
47 C -7.31741 -18.77563 4.31841  -0.04
48 C -6.58399 -19.92834 4.04181  -0.11
49 N -5.43089 -19.95782 3.27464  0.04
50 H -2.76211 -13.55495 6.50578  0.11
51 H -3.47630 -12.26742 5.65140  0.10
52 H -1.97849 -15.57608 5.45441  0.13
53 H -2.44244 -17.18625 3.76022  0.10
54 H -4.91133 -14.24332 1.61854  0.11
55 H -4.29481 -12.57500 3.40342  0.10
56 H -7.13340 -16.65275 4.16678  0.12
57 H -8.25281 -18.78491 4.90206  0.11
58 H -6.81652 -20.89606 4.44874  0.08
59 N -1.00495 -23.89336 7.79109  0.01
60 C -1.38668 -23.68459 6.50468  -0.12
61 N -2.51922 -22.95122 6.57040  -0.02
62 C -2.75963 -22.78605 7.88237  -0.40
63 N -1.88664 -23.34844 8.67500  0.09
64 C -3.85756 -21.98765 8.32361  -0.32
65 C -3.98615 -21.99716 9.71533  -0.12
66 N -4.88103 -21.21795 10.26103  0.02
67 C -5.77132 -20.57879 9.48371  -0.20
68 C -5.64010 -20.60229 8.11748  -0.19
69 N -4.61145 -21.22592 7.57976  -0.03
70 H -0.22229 -24.45208 8.18494  0.17
71 H -0.86414 -23.98618 5.58995  0.13
72 H -3.23687 -22.57087 10.30083  0.11
73 H -6.44692 -19.91025 9.94455  0.06
74 H -6.25215 -20.05566 7.39602  0.08
75 O -3.01310 -19.06216 4.88990  -0.32
76 N -2.04060 -18.98002 5.74920  -0.52
77 O -1.54792 -17.90555 6.00367  0.10
78 O -1.55457 -20.08577 6.00407  -0.09
79 C -5.70348 -26.28246 5.87122  -0.01
80 N -5.73468 -25.44692 4.67672  -0.19
81 C -6.08418 -25.95823 3.33514  -0.02
82 C -5.44233 -24.18489 4.69276  -0.24
83 N -5.26678 -23.00888 4.65596  0.03
84 H -5.74460 -27.32935 5.54551  0.10
85 H -6.60386 -26.13067 6.42586  0.08
86 H -4.79963 -26.02997 6.45399  0.11
87 H -7.00064 -26.51816 3.41156  0.08
88 H -5.32473 -26.60278 2.86073  0.10
89 H -6.25498 -25.01653 2.69965  0.12
90 C -4.15281 -19.81101 0.85261  -0.04
91 H -4.04007 -20.72214 1.44691  0.08
92 H -3.33604 -19.69280 0.17329  0.05
93 H -5.13337 -19.82953 0.31204  0.11

Forces on atoms 1 to 6 (eV/Å):
La 1.203 -1.273 0.481
C 1.102 -0.225 1.180
C -1.020 1.042 -0.436
N 1.129 -1.071 -1.081
C -0.479 0.961 0.189
C -0.790 -1.076 -0.968

Q: Number 1 is which compound?
A: C34H35FeN5O2S2

Q: Which of these has the highest 2S+1?
A: C34H35FeN5O2S2

Q: Which of these has the highest 2S+1?
A: C34H35FeN5O2S2